Entry 1:
60
Properties=species:S:1:pos:R:3 method="wB97M-V/def2-TZVPD" lumo_energy_ev="0.78 / 0.90" charge=-1 e_above_lowest_kj_mol=292.5
Pt -0.548 0.624 0.251
C 1.693 2.875 1.115
N 2.165 1.923 2.077
C 2.822 2.350 3.297
C 3.179 1.028 3.990
N 2.987 0.063 2.927
C 2.289 0.602 1.892
S 1.803 -0.302 0.579
H 1.121 3.655 1.615
H 1.027 2.367 0.394
H 2.522 3.326 0.562
H 2.144 2.975 3.882
H 3.721 2.932 3.056
H 2.517 0.820 4.835
H 4.213 1.007 4.344
H 2.905 -0.920 3.122
F -0.643 -0.808 7.001
C 0.037 0.210 6.433
F 1.344 -0.030 6.777
F -0.296 1.311 7.128
C -0.182 0.336 4.975
C -0.272 -0.802 4.140
C -0.634 -0.651 2.830
N -0.903 0.557 2.265
C -0.798 1.649 3.064
C -0.443 1.588 4.382
H -0.104 -1.789 4.540
H -0.740 -1.506 2.174
H -1.062 2.597 2.617
H -0.415 2.490 4.974
Br -5.419 -2.383 -3.711
C -3.929 -2.050 -2.580
C -3.957 -2.501 -1.261
N -2.966 -2.368 -0.434
C -1.832 -1.624 -0.803
C -1.761 -1.136 -2.208
C -2.803 -1.370 -3.055
C -0.630 -0.228 -2.661
O -0.290 -0.293 -3.836
O -0.121 0.573 -1.814
H -4.821 -3.039 -0.893
H -1.830 -0.624 -0.155
H -2.747 -1.010 -4.074
C 0.935 -3.775 0.311
C -0.109 -3.404 -0.749
C 0.570 -3.215 -2.108
C -1.154 -4.520 -0.838
O -0.645 -2.172 -0.248
H 1.466 -4.681 0.037
H 0.444 -3.930 1.268
H 1.643 -2.959 0.413
H 1.100 -4.124 -2.394
H 1.276 -2.389 -2.058
H -0.160 -2.984 -2.881
H -0.642 -5.476 -0.946
H -1.809 -4.381 -1.694
H -1.762 -4.534 0.064
S -2.386 2.257 -0.213
C -1.669 3.524 0.544
N -1.199 4.433 1.090

---

Entry 2:
56
Properties=species:S:1:pos:R:3 method="wB97M-V/def2-TZVPD" lumo_energy_ev=1.56 charge=-1
C 4.073 -3.761 -0.714
C 3.041 -3.532 0.378
O 3.198 -2.202 0.878
P 2.365 -1.826 2.210
O 2.791 -2.626 3.376
C 0.640 -2.163 1.815
C -0.381 -1.461 2.714
C -0.630 0.037 2.469
C -1.028 0.337 1.049
C -0.075 0.310 0.030
C -0.397 0.522 -1.300
C -1.703 0.797 -1.694
C -1.995 0.998 -3.156
C -2.063 2.490 -3.577
C -0.728 2.997 -3.990
F -0.299 2.607 -5.228
C 0.106 3.746 -3.277
F -0.262 4.568 -2.318
F 1.406 3.817 -3.513
C -2.676 0.845 -0.690
C -2.343 0.638 0.671
C -3.466 0.731 1.651
O -3.399 1.178 2.768
C -4.798 0.253 1.133
O -5.630 -0.304 2.056
C -5.105 0.451 -0.149
C -4.105 1.084 -1.043
O -4.469 1.747 -1.995
O 2.603 -0.277 2.389
C 3.863 0.306 1.954
C 3.752 0.994 0.611
H 5.064 -3.956 -0.308
H 3.759 -4.611 -1.325
H 4.105 -2.895 -1.377
H 3.158 -4.253 1.189
H 2.046 -3.651 -0.061
H 0.412 -2.037 0.754
H 0.586 -3.240 2.005
H -0.029 -1.589 3.743
H -1.351 -1.962 2.656
H -1.428 0.329 3.146
H 0.227 0.659 2.736
H 0.955 0.107 0.289
H 0.400 0.464 -2.032
H -1.151 0.560 -3.698
H -2.913 0.496 -3.453
H -2.769 2.587 -4.404
H -2.412 3.087 -2.735
H -6.090 -1.028 1.620
H -6.067 0.182 -0.572
H 4.107 1.062 2.702
H 4.658 -0.441 1.996
H 4.561 1.712 0.471
H 2.810 1.580 0.585
H 3.781 0.275 -0.213
Br 1.295 3.263 0.774

---

Entry 3:
51
Properties=species:S:1:pos:R:3 method="wB97M-V/def2-TZVPD" smiles="O=C(CN1CCC(NC(=O)c2ccccc2Cl)CC1)NCc1ccccc1" lumo_energy_ev=0.66 charge=0 e_above_lowest_kj_mol=53.2
O 0.049 3.522 1.846
C 0.324 2.753 0.952
C 1.504 2.955 -0.001
N 2.184 1.699 -0.247
C 2.980 1.666 -1.462
C 3.233 0.202 -1.848
C 3.276 -0.695 -0.600
N 1.953 -1.163 -0.250
C 1.580 -2.454 -0.332
O 2.277 -3.334 -0.795
C 0.182 -2.723 0.152
C -0.669 -3.444 -0.680
C -1.962 -3.742 -0.289
C -2.416 -3.338 0.956
C -1.575 -2.647 1.810
C -0.285 -2.340 1.406
Cl 0.750 -1.501 2.522
C 3.871 0.090 0.568
C 2.994 1.307 0.900
N -0.373 1.635 0.673
C -1.575 1.242 1.378
C -2.711 1.015 0.415
C -2.662 -0.058 -0.467
C -3.690 -0.275 -1.367
C -4.777 0.582 -1.396
C -4.829 1.657 -0.526
C -3.800 1.874 0.374
H 1.096 3.332 -0.943
H 2.163 3.730 0.422
H 2.432 2.170 -2.261
H 3.936 2.198 -1.328
H 4.176 0.124 -2.389
H 2.440 -0.158 -2.505
H 3.866 -1.593 -0.808
H 1.340 -0.470 0.151
H -0.292 -3.766 -1.638
H -2.612 -4.293 -0.951
H -3.422 -3.568 1.270
H -1.914 -2.347 2.790
H 4.874 0.411 0.285
H 3.960 -0.551 1.445
H 2.312 1.080 1.725
H 3.637 2.141 1.230
H -0.089 1.089 -0.127
H -1.381 0.325 1.947
H -1.803 2.051 2.076
H -1.819 -0.735 -0.445
H -3.641 -1.116 -2.043
H -5.582 0.412 -2.097
H -5.674 2.330 -0.548
H -3.841 2.715 1.051

---

Entry 4:
60
Properties=species:S:1:pos:R:3 method="wB97M-V/def2-TZVPD" smiles="N=[PH2]C(=O)O[C@](F)(N=C=O)C(=O)NC(=O)F.c1cc[nH]c1.c1cc[nH]c1.c1cc[nH]c1.c1cc[nH]c1" lumo_energy_ev=-1.03 charge=0
N -2.899 2.746 4.892
P -2.931 3.867 3.770
C -2.960 3.226 1.992
O -4.039 3.008 1.524
O -1.809 3.024 1.153
C -1.234 1.746 1.285
F -1.133 1.312 2.638
N 0.167 1.756 0.783
C 0.456 2.948 0.449
O 0.877 3.849 -0.121
C -1.975 0.586 0.500
O -3.159 0.379 0.488
N -1.118 -0.355 -0.237
C -1.917 -1.425 -0.806
O -1.820 -2.567 -0.427
F -2.808 -1.157 -1.886
H -2.866 1.829 4.434
H -4.178 4.571 3.927
H -1.834 4.772 3.879
H -0.641 0.116 -1.017
C 3.922 3.518 -1.149
C 4.539 4.714 -0.701
C 5.864 4.644 -1.049
N 6.071 3.450 -1.685
C 4.891 2.760 -1.755
H 2.885 3.244 -1.041
H 4.065 5.533 -0.184
H 6.675 5.338 -0.897
H 6.954 3.130 -2.045
H 4.843 1.792 -2.226
C -6.153 -4.191 -3.709
C -5.165 -5.098 -4.167
C -4.112 -5.030 -3.291
N -4.421 -4.111 -2.324
C -5.668 -3.601 -2.570
H -7.112 -3.993 -4.162
H -5.221 -5.731 -5.039
H -3.170 -5.555 -3.273
H -3.838 -3.842 -1.553
H -6.100 -2.862 -1.914
C 4.231 -2.961 -3.830
C 4.247 -2.148 -4.993
C 4.777 -0.935 -4.636
N 5.078 -0.983 -3.301
C 4.753 -2.217 -2.804
H 3.879 -3.978 -3.756
H 3.908 -2.422 -5.980
H 4.964 -0.044 -5.214
H 5.476 -0.229 -2.768
H 4.919 -2.456 -1.766
C -0.047 -0.909 6.563
C -1.218 -1.707 6.525
C -1.805 -1.514 5.301
N -1.035 -0.625 4.600
C 0.041 -0.255 5.361
H 0.653 -0.823 7.380
H -1.589 -2.352 7.307
H -2.701 -1.929 4.869
H -1.229 -0.295 3.670
H 0.774 0.440 4.982

---

Entry 5:
52
Properties=species:S:1:pos:R:3 method="wB97M-V/def2-TZVPD" smiles=Cc1ccc(Cn2nnnc2CN2CCC(O)(c3ccccc3F)CC2)cc1 lumo_energy_ev=0.61 charge=0 e_above_lowest_kj_mol=117.3
C -6.720 -2.218 1.187
C -5.699 -1.418 0.440
C -5.748 -0.027 0.459
C -4.817 0.724 -0.229
C -3.807 0.101 -0.953
C -2.784 0.934 -1.684
N -2.197 1.917 -0.814
N -2.331 3.228 -1.038
N -1.749 3.842 -0.096
N -1.223 2.994 0.777
C -1.500 1.784 0.344
C -1.068 0.504 0.975
N 0.327 0.174 0.749
C 0.646 -0.048 -0.649
C 2.043 -0.654 -0.762
C 3.080 0.314 -0.181
O 3.022 1.478 -0.984
C 4.498 -0.254 -0.189
C 4.806 -1.564 -0.537
C 6.110 -2.029 -0.526
C 7.153 -1.194 -0.170
C 6.883 0.117 0.176
C 5.574 0.558 0.160
F 5.356 1.854 0.507
C 2.668 0.605 1.277
C 1.241 1.141 1.333
C -3.752 -1.284 -0.976
C -4.692 -2.034 -0.289
H -7.709 -2.057 0.760
H -6.756 -1.909 2.231
H -6.493 -3.280 1.144
H -6.526 0.469 1.020
H -4.871 1.804 -0.207
H -3.253 1.498 -2.496
H -1.997 0.300 -2.104
H -1.217 0.591 2.055
H -1.684 -0.319 0.600
H -0.081 -0.755 -1.059
H 0.616 0.883 -1.239
H 2.058 -1.587 -0.201
H 2.271 -0.843 -1.811
H 3.548 2.173 -0.570
H 4.019 -2.240 -0.826
H 6.310 -3.054 -0.802
H 8.170 -1.555 -0.162
H 7.665 0.804 0.458
H 2.735 -0.324 1.846
H 3.339 1.338 1.726
H 0.951 1.302 2.373
H 1.195 2.110 0.813
H -2.974 -1.783 -1.536
H -4.635 -3.112 -0.319

---

Entry 6:
52
Properties=species:S:1:pos:R:3 method="wB97M-V/def2-TZVPD" lumo_energy_ev="0.07 / -2.17" s2=6.106 spin_multiplicity=5 charge=0 e_above_lowest_kj_mol=68.4
C 4.635 -2.963 0.169
C 3.580 -2.301 -0.665
O 2.511 -1.964 0.286
C 1.483 -1.359 -0.288
C 0.402 -0.930 0.610
C -0.922 -1.030 0.251
O -1.279 -0.238 -0.748
C -2.007 -1.766 0.924
C -1.988 -3.249 0.523
C -1.121 -4.120 1.423
C 0.349 -3.718 1.518
C 0.678 -2.641 2.557
C 0.732 -1.179 2.074
O 1.519 -1.143 -1.527
H 5.456 -3.286 -0.474
H 5.038 -2.267 0.910
H 4.245 -3.846 0.686
H 3.946 -1.373 -1.116
H 3.171 -2.972 -1.428
H -1.907 -1.642 2.013
H -2.969 -1.328 0.616
H -3.020 -3.622 0.562
H -1.665 -3.342 -0.525
H -1.557 -4.146 2.433
H -1.168 -5.146 1.034
H 0.919 -4.618 1.798
H 0.737 -3.428 0.537
H -0.028 -2.707 3.400
H 1.666 -2.879 2.980
H 1.729 -0.758 2.287
H 0.022 -0.576 2.669
O -3.114 7.620 -0.204
C -2.552 6.643 -0.498
Fe -1.568 5.451 -1.329
C -2.429 5.516 -2.853
O -2.865 5.697 -3.918
C -0.420 6.667 -1.927
O 0.161 7.584 -2.343
C -0.190 0.646 -1.052
C 0.383 1.513 -0.006
C -0.098 2.715 0.438
C -1.285 3.429 0.132
C -1.960 3.418 -1.124
C -1.455 2.604 -2.239
C -0.779 1.433 -2.211
H 0.587 0.007 -1.573
H 1.305 1.146 0.456
H 0.495 3.140 1.259
H -1.759 3.969 0.967
H -3.056 3.570 -1.102
H -1.817 2.927 -3.226
H -0.771 0.842 -3.131

---

Entry 7:
51
Properties=species:S:1:pos:R:3 method="wB97M-V/def2-TZVPD" lumo_energy_ev=-8.25 charge=+2 e_above_lowest_kj_mol=29.3
C -1.255 3.398 -1.543
C -1.044 2.094 -1.095
C 0.288 1.626 -0.987
C 1.376 2.407 -1.399
C 1.137 3.733 -1.785
C -0.169 4.211 -1.885
C 2.737 1.815 -1.707
C 2.772 0.338 -1.375
C 1.625 -0.370 -0.987
C 1.549 -1.780 -1.107
C 2.692 -2.472 -1.506
C 3.866 -1.779 -1.812
C 3.918 -0.389 -1.725
H -2.283 3.762 -1.631
H 1.985 4.338 -2.119
H -0.351 5.223 -2.239
H 2.791 1.840 -2.830
H 2.640 -3.564 -1.585
H 4.747 -2.337 -2.130
H 4.811 0.161 -2.039
N 0.511 0.330 -0.403
Hf 0.096 0.034 1.457
C -2.241 1.238 -0.673
H -2.295 0.282 -1.229
H -3.184 1.791 -0.812
C 0.281 -2.554 -0.742
H -0.599 -2.225 -1.327
H 0.430 -3.637 -0.884
P -2.243 0.819 1.125
P -0.179 -2.409 1.037
C 1.029 -3.465 1.877
H 0.969 -3.248 2.954
H 0.753 -4.509 1.678
H 2.039 -3.248 1.506
C -1.737 -3.317 1.219
H -1.494 -4.387 1.166
H -2.162 -3.067 2.201
H -2.439 -3.034 0.422
C -2.654 2.396 1.918
H -3.734 2.556 1.805
H -2.386 2.315 2.982
H -2.086 3.212 1.452
C -3.719 -0.198 1.393
H -3.605 -0.712 2.357
H -4.581 0.483 1.419
H -3.826 -0.936 0.586
C 2.609 1.735 1.082
O 1.835 1.204 1.805
H 3.536 2.358 -1.443
N -1.661 -1.240 4.252
C -1.094 -0.822 3.304

---

Entry 8:
51
Properties=species:S:1:pos:R:3 method="wB97M-V/def2-TZVPD" lumo_energy_ev=-3.56 charge=+1 e_above_lowest_kj_mol=82.7
C -1.209 3.420 -1.452
C -1.068 2.079 -1.095
C 0.245 1.535 -1.090
C 1.334 2.273 -1.542
C 1.175 3.621 -1.857
C -0.097 4.191 -1.809
C 2.715 1.638 -1.483
C 2.650 0.119 -1.540
C 1.506 -0.514 -1.067
C 1.397 -1.927 -1.058
C 2.514 -2.665 -1.448
C 3.695 -2.029 -1.843
C 3.764 -0.637 -1.897
H -2.206 3.870 -1.444
H 2.059 4.202 -2.130
H -0.228 5.243 -2.059
H 3.312 2.002 -2.328
H 2.460 -3.757 -1.433
H 4.564 -2.624 -2.120
H 4.673 -0.115 -2.205
N 0.510 0.291 -0.453
La 0.417 0.362 1.689
C -2.258 1.232 -0.683
H -2.215 0.233 -1.149
H -3.204 1.726 -0.948
C 0.115 -2.601 -0.608
H -0.761 -2.182 -1.131
H 0.163 -3.686 -0.779
P -2.337 0.938 1.153
P -0.218 -2.385 1.202
C 1.062 -3.480 1.910
H 1.086 -3.325 2.997
H 0.798 -4.524 1.693
H 2.051 -3.248 1.496
C -1.712 -3.388 1.457
H -1.453 -4.453 1.379
H -2.099 -3.170 2.460
H -2.480 -3.129 0.716
C -2.942 2.557 1.738
H -4.011 2.651 1.504
H -2.798 2.597 2.826
H -2.380 3.378 1.276
C -3.830 -0.088 1.321
H -3.808 -0.552 2.316
H -4.721 0.547 1.227
H -3.845 -0.880 0.560
C 3.379 2.040 -0.226
O 2.928 1.806 0.897
H 4.303 2.553 -0.569
N -1.788 -1.042 4.296
C -1.204 -0.704 3.332

---

Repeat the sixth record exactly.
52
Properties=species:S:1:pos:R:3 method="wB97M-V/def2-TZVPD" lumo_energy_ev="0.07 / -2.17" s2=6.106 spin_multiplicity=5 charge=0 e_above_lowest_kj_mol=68.4
C 4.635 -2.963 0.169
C 3.580 -2.301 -0.665
O 2.511 -1.964 0.286
C 1.483 -1.359 -0.288
C 0.402 -0.930 0.610
C -0.922 -1.030 0.251
O -1.279 -0.238 -0.748
C -2.007 -1.766 0.924
C -1.988 -3.249 0.523
C -1.121 -4.120 1.423
C 0.349 -3.718 1.518
C 0.678 -2.641 2.557
C 0.732 -1.179 2.074
O 1.519 -1.143 -1.527
H 5.456 -3.286 -0.474
H 5.038 -2.267 0.910
H 4.245 -3.846 0.686
H 3.946 -1.373 -1.116
H 3.171 -2.972 -1.428
H -1.907 -1.642 2.013
H -2.969 -1.328 0.616
H -3.020 -3.622 0.562
H -1.665 -3.342 -0.525
H -1.557 -4.146 2.433
H -1.168 -5.146 1.034
H 0.919 -4.618 1.798
H 0.737 -3.428 0.537
H -0.028 -2.707 3.400
H 1.666 -2.879 2.980
H 1.729 -0.758 2.287
H 0.022 -0.576 2.669
O -3.114 7.620 -0.204
C -2.552 6.643 -0.498
Fe -1.568 5.451 -1.329
C -2.429 5.516 -2.853
O -2.865 5.697 -3.918
C -0.420 6.667 -1.927
O 0.161 7.584 -2.343
C -0.190 0.646 -1.052
C 0.383 1.513 -0.006
C -0.098 2.715 0.438
C -1.285 3.429 0.132
C -1.960 3.418 -1.124
C -1.455 2.604 -2.239
C -0.779 1.433 -2.211
H 0.587 0.007 -1.573
H 1.305 1.146 0.456
H 0.495 3.140 1.259
H -1.759 3.969 0.967
H -3.056 3.570 -1.102
H -1.817 2.927 -3.226
H -0.771 0.842 -3.131